ORCA calculation (ωB97M-V with the def2-TZVPD basis set) on a 2-piece molecular cluster, C4H10N2O2 overall.

As for the largest force on an atom: 0.020 hartree/bohr. The value obtained for the highest occupied orbital energy is -9.26 eV. The total energy comes out at -418.44236 hartree. Its multiplicity is 1. The total charge is 0. The HOMO-LUMO gap comes out at 10.05 eV. The calculation puts the relative energy (zero: lowest compared OMol25 entry of this formula, charge and spin) at 11.7 kcal per mole. The LUMO energy is 0.8 eV. For the molar mass, the calculation gives 118.14 g mol⁻¹.

Last column: Mulliken charge in e.
CARTESIAN COORDINATES (ANGSTROEM)
C (-0.0539, -2.9551, 1.1739)  -0.86
C (-0.4483, -1.5134, 1.4497)  0.58
N (-0.7324, -1.1944, 2.7369)  -0.38
O (-0.4601, -0.6887, 0.5542)  -0.64
H (-0.2791, -3.5859, 2.0358)  0.33
H (1.0000, -2.9688, 0.9157)  0.23
H (-0.6642, -3.3279, 0.3536)  0.26
H (-0.8473, -0.2213, 2.9681)  0.23
H (-0.7727, -1.9028, 3.4510)  0.19
C (0.7767, 1.0134, -1.8133)  -0.43
C (-0.2203, 2.1406, -1.7805)  0.59
N (0.3093, 3.3861, -1.5975)  -0.38
O (-1.4130, 1.9911, -1.9512)  -0.62
H (0.6215, 0.5006, -2.7655)  0.22
H (0.4812, 0.2327, -1.1088)  0.01
H (1.7852, 1.3554, -1.6366)  0.27
H (-0.3445, 4.1512, -1.6214)  0.22
H (1.2620, 3.5871, -1.3641)  0.18

Forces on atoms 1 to 2 (eV/Å):
-0.8 0.2 0.5
0.3 -0.1 -0.6


ORCA calculation (ωB97M-V with the def2-TZVPD basis set) on a 2-piece molecular cluster, C4H10N2O2 overall.

As for the largest force on an atom: 0.087 hartree/bohr. The value obtained for the highest occupied orbital energy (spin up / spin down) is -13.66 / -13.64 eV. As for the expectation value of S²: 0.755. The total energy comes out at -418.08786 hartree. Its multiplicity is 2. The total charge is +1. The HOMO-LUMO gap (spin up / spin down) comes out at 9.49 / 4.57 eV. The calculation puts the relative energy (zero: lowest compared OMol25 entry of this formula, charge and spin) at 31.4 kcal per mole. The LUMO energy (spin up / spin down) is -4.2 / -9.1 eV. For the molar mass, the calculation gives 118.14 g mol⁻¹.

Last column: Mulliken charge in e.
CARTESIAN COORDINATES (ANGSTROEM)
C (-0.4624, 0.5216, -1.6882)  0.07
N (-0.2744, -0.7465, -2.1014)  -0.12
C (1.0230, -1.4306, -2.0075)  -0.76
O (0.4470, 1.2525, -1.2714)  -0.72
H (-1.5056, 0.9088, -1.8560)  0.40
H (-1.0710, -1.2005, -2.5247)  0.24
H (1.8263, -0.7469, -1.7255)  0.30
H (1.2245, -1.8542, -2.9963)  0.32
H (0.9530, -2.2318, -1.2768)  0.28
C (-0.5776, -0.4251, 1.7979)  -0.95
C (-0.3062, 0.9197, 2.4845)  0.80
N (0.1588, 1.8951, 1.6522)  -0.22
O (-0.5618, 1.1705, 3.6789)  -0.16
H (-1.3664, -0.3874, 1.0814)  0.32
H (-0.8630, -1.1191, 2.6012)  0.36
H (0.3631, -0.8743, 1.3622)  0.32
H (0.5381, 2.7267, 2.1038)  0.28
H (0.4545, 1.6215, 0.6857)  0.25

Forces on atoms 1 to 2 (eV/Å):
0.4 0.4 -0.8
0.0 0.8 0.7


ORCA calculation (ωB97M-V with the def2-TZVPD basis set) on the molecule C4H10N2O2S.

As for the largest force on an atom: 0.078 hartree/bohr. The value obtained for the highest occupied orbital energy is -9.11 eV. The total energy comes out at -816.50923 hartree. Its multiplicity is 1. The total charge is 0. The HOMO-LUMO gap comes out at 9.77 eV. The calculation puts the relative energy (zero: lowest compared OMol25 entry of this formula, charge and spin) at 35.3 kcal per mole. The LUMO energy is 0.7 eV. For the molar mass, the calculation gives 150.20 g mol⁻¹.

Last column: Mulliken charge in e.
CARTESIAN COORDINATES (ANGSTROEM)
C (0.5419, -2.8038, -0.3252)  -0.72
C (-0.0554, -1.9092, 0.4991)  -0.44
C (0.3569, -0.4752, 0.5154)  -0.09
N (1.2067, 0.0248, -0.3911)  -0.38
C (1.4311, 1.4644, -0.3698)  -0.91
S (-1.4665, 0.2767, -0.0189)  1.06
N (-1.4394, 1.7709, 0.9417)  -0.55
O (-2.6863, -0.2364, 0.5710)  -0.67
O (-1.3612, 0.4584, -1.4419)  -0.58
H (0.1005, -3.7830, -0.4416)  0.29
H (1.3320, -2.4436, -1.0321)  0.26
H (-0.8970, -2.2116, 1.0745)  0.41
H (0.3988, 0.0951, 1.4756)  0.52
H (0.9338, -0.2734, -1.2892)  0.32
H (2.0657, 1.6986, 0.5228)  0.33
H (2.0866, 1.6817, -1.2578)  0.34
H (0.5249, 2.0868, -0.4106)  0.26
H (-2.3531, 2.1990, 0.7962)  0.30
H (-0.7200, 2.3799, 0.5817)  0.25

Forces on atoms 1 to 2 (eV/Å):
-0.5 1.9 -0.1
2.2 -1.0 -1.4


ORCA calculation (ωB97M-V with the def2-TZVPD basis set) on the molecule C4H10N2O2S.

As for the largest force on an atom: 0.224 hartree/bohr. The value obtained for the highest occupied orbital energy (spin up / spin down) is -6.02 / -9.90 eV. As for the expectation value of S²: 2.006. The total energy comes out at -816.31772 hartree. Its multiplicity is 3. The total charge is 0. The HOMO-LUMO gap (spin up / spin down) comes out at 6.73 / 6.91 eV. The calculation puts the relative energy (zero: lowest compared OMol25 entry of this formula, charge and spin) at 25.6 kcal per mole. The LUMO energy (spin up / spin down) is 0.7 / -3.0 eV. For the molar mass, the calculation gives 150.20 g mol⁻¹.

Last column: Mulliken charge in e.
CARTESIAN COORDINATES (ANGSTROEM)
C (-1.0098, 1.5995, 0.6667)  -0.57
C (0.0895, 0.6500, 1.1687)  -0.69
C (-2.0697, 1.2970, -1.3630)  -0.69
C (1.4594, -2.4613, 0.2704)  -0.92
N (-1.9152, 0.8956, -0.1710)  -0.40
N (0.8179, -1.4367, -0.5826)  -0.35
O (0.4420, 0.9285, -1.5844)  -0.55
O (2.3214, 0.4580, -0.1633)  -0.69
S (0.9461, 0.2380, -0.4482)  1.16
H (-1.6389, 1.8906, 1.5483)  0.42
H (-0.5926, 2.4369, 0.2861)  0.48
H (0.9291, 1.1684, 1.7140)  0.36
H (-0.1845, -0.3254, 1.5981)  0.33
H (-2.7164, 0.6016, -1.8530)  0.34
H (-1.4671, 2.0111, -1.9191)  0.47
H (-0.1885, -1.6176, -0.6855)  0.29
H (0.7609, -2.9085, 0.9790)  0.32
H (1.7317, -3.3092, -0.2698)  0.34
H (2.2845, -2.1164, 0.8086)  0.35

Forces on atoms 1 to 2 (eV/Å):
-2.1 -3.2 3.0
1.2 0.7 -1.6


ORCA calculation (ωB97M-V with the def2-TZVPD basis set) on the molecule C4H10N2O3S.

As for the largest force on an atom: 0.076 hartree/bohr. The value obtained for the highest occupied orbital energy is -8.78 eV. The total energy comes out at -891.65910 hartree. Its multiplicity is 1. The total charge is 0. The HOMO-LUMO gap comes out at 9.27 eV. The calculation puts the relative energy (zero: lowest compared OMol25 entry of this formula, charge and spin) at 126.0 kcal per mole. The LUMO energy is 0.5 eV. For the molar mass, the calculation gives 166.20 g mol⁻¹.

Last column: Mulliken charge in e.
CARTESIAN COORDINATES (ANGSTROEM)
C (0.3288, 1.5244, 2.6808)  -1.01
C (-0.4400, 0.9654, 1.5076)  -0.18
S (0.1162, -0.5781, 0.9213)  0.94
N (-0.1455, -1.7624, 1.8286)  -0.78
O (1.4558, -0.3449, 0.3622)  -0.60
O (-0.8034, -0.8096, -0.5435)  -0.41
C (-0.4536, -0.4066, -1.7723)  0.62
C (-0.1079, -1.5379, -2.6850)  -0.94
N (-0.1309, 0.8102, -2.0301)  0.17
O (-0.3246, 1.8831, -1.2417)  -0.71
H (1.3546, 0.9842, 2.4858)  0.27
H (0.1902, 2.6468, 2.6161)  0.29
H (0.0071, 1.2174, 3.5965)  0.34
H (-0.2383, 1.4442, 0.5127)  0.25
H (-1.5016, 0.8664, 1.6043)  0.48
H (0.5616, -2.4757, 1.8434)  0.27
H (0.4835, -2.2785, -2.0891)  0.24
H (-1.0070, -2.0234, -3.0952)  0.28
H (0.4350, -1.0081, -3.5211)  0.32
H (0.2199, 0.8831, -2.9814)  0.16

Forces on atoms 1 to 2 (eV/Å):
2.2 0.0 -3.2
-1.0 -0.2 -1.3


ORCA calculation (ωB97M-V with the def2-TZVPD basis set) on the molecule C4H10N2O4S.

As for the largest force on an atom: 0.092 hartree/bohr. The value obtained for the highest occupied orbital energy is -8.91 eV. The total energy comes out at -967.03209 hartree. Its multiplicity is 1. The total charge is 0. The HOMO-LUMO gap comes out at 9.42 eV. The calculation puts the relative energy (zero: lowest compared OMol25 entry of this formula, charge and spin) at 10.3 kcal per mole. The LUMO energy is 0.5 eV. For the molar mass, the calculation gives 182.20 g mol⁻¹.

Last column: Mulliken charge in e.
CARTESIAN COORDINATES (ANGSTROEM)
C (2.3951, 1.8046, -0.1013)  -0.84
C (1.6003, 0.5772, 0.3879)  0.65
O (1.9301, -0.1649, 1.3330)  -0.70
N (0.4805, 0.4241, -0.2964)  -0.26
C (-0.2727, -0.7018, -0.0787)  0.63
C (-0.4189, -1.7210, -1.2257)  -1.47
N (-0.2890, -1.2220, 1.2096)  -0.52
S (-2.0267, 0.1314, -0.0858)  1.18
O (-3.0873, -0.8455, 0.0796)  -0.65
O (-2.0263, 0.9535, -1.2625)  -0.67
O (-2.1160, 1.0453, 1.2561)  -0.53
H (3.5602, 1.6562, -0.3250)  0.28
H (2.3115, 2.5507, 0.7442)  0.26
H (1.7813, 2.2261, -0.9481)  0.22
H (0.2448, 1.0257, -1.0776)  0.29
H (-1.4330, -2.0415, -1.2865)  0.41
H (-0.1231, -1.2963, -2.1868)  0.33
H (0.2393, -2.5803, -1.1129)  0.45
H (-0.0572, -2.2677, 1.4132)  0.24
H (0.2867, -0.7826, 1.9276)  0.31
H (-2.9795, 1.2288, 1.6360)  0.36

Forces on atoms 1 to 2 (eV/Å):
0.8 0.6 0.5
3.1 0.2 1.6